(1)
76
Properties=species:S:1:pos:R:3:forces:R:3:lowdin_charge:R:1 method="wB97M-V/def2-TZVPD" charge=0 homo_ev=-6.585 energy_ha=-2213.42579 mol_weight_da=612.4 e_lumo_ev=-4.088 multiplicity=1
F 4.3813 -4.9614 1.4244 1.08 -0.31 0.11 0.129
F 5.0165 0.5026 4.7265 0.29 0.98 -0.03 0.140
F -3.5177 -0.1299 -5.3575 0.93 0.31 -0.14 0.094
F 5.4177 1.2345 2.6808 0.19 0.74 0.64 0.135
F 6.0847 -3.5906 1.1121 0.37 -0.89 0.12 0.136
F -3.5439 5.9672 -4.4030 0.43 -0.43 0.54 0.089
F 5.6447 -4.3623 3.1355 0.51 -0.65 -0.57 0.140
F 3.4818 1.6728 3.6508 0.96 0.49 0.34 0.128
O -0.2580 -0.7685 2.3971 -0.53 -1.03 0.79 -0.001
O -0.0284 -3.1920 2.2198 -0.92 0.83 0.37 0.029
C 0.7939 -0.5022 -0.4429 0.06 -0.66 -0.18 -0.195
C 0.1059 -0.4455 -5.4733 0.08 0.35 0.05 0.010
C -0.0655 2.7089 -3.5352 -1.04 -0.45 0.00 0.156
C -2.5702 -1.3956 2.3293 0.01 -0.13 0.10 -0.024
C -1.5102 -0.6052 4.4553 0.16 -0.11 -0.25 -0.018
C 2.0511 -1.7685 2.1421 -1.14 0.11 -0.28 -0.070
C 3.9046 -0.5130 2.9540 0.08 0.24 0.08 -0.107
C -3.4956 6.9538 -1.8047 -0.21 0.29 0.34 -0.013
C 4.7264 -1.6009 2.7323 0.63 0.08 0.18 0.026
C 4.2085 -2.7748 2.2222 0.07 -0.28 -0.16 -0.106
C 0.2154 0.6401 -0.1391 -0.46 0.78 -0.19 -0.018
C 5.1111 -3.9651 1.9646 -1.76 1.95 0.48 -0.570
C -1.6908 -2.0171 -6.2778 0.17 -0.41 -0.16 -0.007
C -1.2903 -1.3961 3.1643 0.39 -0.12 -0.07 -0.477
C 0.3534 -1.7850 0.1322 0.06 -0.71 -0.20 -0.088
C -2.5627 5.8834 -2.2394 -0.45 0.25 -0.20 -0.171
C -2.6720 5.3896 -3.5413 0.53 -0.22 -0.03 -0.197
C -1.8781 -3.9085 3.6008 0.24 0.17 -0.19 -0.020
C -0.7600 -2.8818 3.4086 0.06 0.12 -0.26 -0.480
C 0.2040 -2.9417 4.5952 -0.13 0.13 0.04 -0.012
C 0.4900 0.6971 -4.8159 0.18 -0.06 0.19 0.025
C -0.4673 1.6288 -4.3660 0.30 0.38 -0.07 -0.181
C -1.5801 5.3642 -1.4031 -0.10 -0.17 -0.20 0.006
C -2.2022 0.1841 -5.2542 0.16 0.41 0.49 -0.186
C 2.8628 -2.8533 1.9354 0.56 -0.36 -0.02 0.039
C 4.4746 0.7707 3.5231 -1.21 -2.29 -0.93 -0.572
C -1.8643 4.3609 -3.9647 -0.37 0.12 -0.44 0.058
C -1.2400 -0.7367 -5.6761 -0.50 -0.35 -0.13 -0.157
C 2.5628 -0.6025 2.6507 0.40 0.44 0.17 0.037
C -0.8877 3.8003 -3.1187 -0.07 0.28 0.09 -0.187
C -0.7468 4.3596 -1.8300 0.45 -0.25 -0.25 0.022
C -1.8204 1.3581 -4.6485 -0.89 -0.16 -0.11 0.089
B 0.5044 -1.8795 1.7506 0.08 0.14 -0.06 -0.836
H 0.5466 1.5752 -0.5457 0.32 0.50 -0.19 0.010
H -3.4104 -1.7997 2.8905 -0.16 -0.05 0.03 0.078
H 0.6867 -3.9160 4.6387 -0.02 -0.13 -0.12 0.092
H -2.5051 -3.6510 4.4513 -0.11 0.05 0.15 0.082
H -2.4977 -3.9788 2.7112 -0.06 0.04 -0.08 0.075
H -2.2391 -1.0954 5.0967 -0.13 -0.09 0.13 0.082
H 1.9112 0.2371 2.8211 -0.20 0.06 -0.01 0.124
H -2.8201 -0.3817 2.0247 0.06 0.20 0.04 0.081
H -0.0026 3.9598 -1.1637 0.18 -0.10 0.16 0.120
H 0.9839 -2.1911 4.4904 0.04 0.08 0.03 0.084
H 0.9085 2.6236 -3.0821 0.30 -0.01 0.11 0.141
H -1.8748 0.3938 4.2258 -0.10 0.10 -0.12 0.079
H -0.3166 -2.7776 5.5368 -0.04 0.02 0.16 0.080
H -1.4546 -4.8952 3.7755 0.14 -0.07 0.07 0.082
H -2.4336 -1.9876 1.4281 0.02 -0.12 -0.08 0.081
H -0.8505 -2.6739 -6.5052 -0.04 0.10 0.06 0.092
H -1.9425 4.0353 -4.9856 -0.05 -0.07 -0.29 0.133
H 0.9211 -2.6343 -0.2504 0.00 -0.03 -0.33 0.099
H -4.5293 6.6736 -2.0203 0.08 0.05 -0.04 0.100
H -3.4107 7.1556 -0.7362 0.05 -0.06 -0.10 0.091
H -2.2394 -1.8405 -7.2033 -0.10 0.05 0.02 0.103
H -1.4811 5.7609 -0.4071 0.00 0.03 0.17 0.129
H -0.6049 0.6635 0.5509 -0.26 0.06 0.26 0.054
H 1.6307 -0.5057 -1.1243 0.40 0.07 -0.13 0.089
H 2.4446 -3.7734 1.5648 -0.16 -0.12 -0.09 0.128
H -2.3624 -2.5404 -5.5947 -0.03 0.04 -0.03 0.106
H 5.7752 -1.5369 2.9655 0.31 0.03 0.06 0.129
H -3.2880 7.8802 -2.3409 -0.05 0.03 -0.07 0.102
H -0.7008 -1.9653 -0.0716 -0.17 -0.02 -0.10 0.099
H 0.8486 -1.1469 -5.8115 0.11 -0.16 -0.02 0.128
H 1.5319 0.8863 -4.6198 0.20 -0.02 0.06 0.130
H -2.5894 2.0358 -4.3294 -0.22 0.02 0.25 0.126
H -0.5790 -0.4880 5.0033 0.07 -0.05 0.02 0.079



(2)
19
Properties=species:S:1:pos:R:3:forces:R:3:lowdin_charge:R:1 method="wB97M-V/def2-TZVPD" charge=0 homo_ev=-8.898 energy_ha=-733.25009 mol_weight_da=130.6 e_lumo_ev=0.359 multiplicity=1 relative_energy_kcal_mol=154.0
Cl 1.1126 -0.0751 2.9518 0.63 1.02 -0.68 0.578
C -0.2766 0.2182 0.6769 3.26 -0.45 -1.22 -0.412
C -1.3985 -0.0433 1.5196 -1.68 -0.24 4.18 -0.130
C 0.1990 -0.9280 -1.5960 -0.80 -2.70 0.40 -0.004
C -0.3651 -0.0323 -0.7819 -0.80 2.76 -3.83 -0.348
C 0.9621 0.3616 1.1856 2.49 -2.78 0.37 -0.563
C -1.3419 0.9197 -1.6198 -1.30 -0.12 -0.81 -0.088
C 2.4340 0.0545 0.4558 -1.54 -0.47 0.80 -0.160
H -0.9293 -0.4979 2.5798 -1.82 0.59 -3.04 0.057
H -1.0997 2.1008 -1.9778 -0.22 -3.46 1.27 0.117
H -1.9028 0.8987 1.9710 0.38 -1.45 -1.22 0.118
H 3.3677 0.2905 1.4041 -2.96 -0.38 -3.69 0.126
H 0.4664 -1.8957 -1.2349 1.46 -0.32 1.32 0.049
H 2.4780 -1.3161 0.1961 -0.09 4.72 0.70 0.154
H -1.6582 0.2042 -2.6820 0.60 2.69 3.44 0.140
H -2.0838 -0.7411 0.9812 0.12 0.70 0.87 0.099
H -2.1833 0.9625 -0.8025 0.70 0.28 -2.24 0.069
H 2.2048 0.7772 -0.5773 1.88 -2.36 2.87 0.117
H 0.0146 -1.2584 -2.6498 -0.32 1.97 0.52 0.081



(3)
11
Properties=species:S:1:pos:R:3:forces:R:3:lowdin_charge:R:1 method="wB97M-V/def2-TZVPD" charge=0 homo_ev=-10.207 energy_ha=-322.54677 mol_weight_da=87.1 e_lumo_ev=0.819 multiplicity=1 relative_energy_kcal_mol=17.3
O -2.3795 0.5473 0.5080 0.18 -0.14 -0.29 0.016
O 2.0047 -1.0764 -0.5933 -0.12 0.35 0.40 0.054
N -0.4827 -0.0364 -0.6018 -0.11 -0.04 0.02 0.020
C 1.7376 -0.3238 0.3140 0.06 -0.20 -0.28 -0.229
C 0.3992 0.3518 0.4637 0.05 -0.01 0.03 -0.160
C -1.8293 0.0493 -0.4546 -0.04 0.05 0.07 -0.359
H -0.0771 -0.5791 -1.3525 -0.09 0.05 0.08 0.128
H -0.0347 0.0846 1.4367 0.08 0.04 -0.08 0.135
H 2.4820 -0.0793 1.0970 -0.07 -0.04 -0.09 0.126
H -2.3816 -0.3777 -1.3115 0.05 0.06 0.11 0.133
H 0.5613 1.4398 0.4942 0.01 -0.13 0.02 0.137



(4)
10
Properties=species:S:1:pos:R:3:forces:R:3:lowdin_charge:R:1 method="wB97M-V/def2-TZVPD" charge=0 homo_ev="-9.058 / -9.063" energy_ha=-702.39386 mol_weight_da=108.1 e_lumo_ev="-1.247 / -1.334" multiplicity=1 relative_energy_kcal_mol=62.5
S -2.7118 -0.0922 -0.3724 0.06 -0.21 0.87 0.808
O -3.8288 0.7513 -0.0104 0.43 -0.08 -0.17 -0.373
O -2.9297 -1.5319 -0.4251 0.39 0.72 0.03 -0.393
O -1.0231 1.7142 0.8086 1.88 -1.81 -1.05 -0.063
C -1.1689 0.3066 0.5604 -1.21 3.51 -0.72 -0.381
C -0.0045 -0.4975 0.2379 1.74 -0.19 1.30 -0.109
H 0.6457 -0.1093 -0.5743 -0.48 -0.28 0.24 0.100
H -0.1021 2.1815 0.5623 -2.69 -2.13 0.51 0.182
H -0.1972 -1.6021 0.1557 0.06 1.28 0.03 0.107
H 0.5722 -0.2616 1.1968 -0.18 -0.82 -1.04 0.122



(5)
73
Properties=species:S:1:pos:R:3:forces:R:3:lowdin_charge:R:1 method="wB97M-V/def2-TZVPD" charge=+1 homo_ev="-10.301 / -10.347" energy_ha=-4134.43010 mol_weight_da=673.7 e_lumo_ev="-3.056 / -2.723" multiplicity=2 relative_energy_kcal_mol=30.4
Ti -0.1396 -0.3940 0.0134 0.00 0.62 -0.09 0.888
Cl -0.7425 3.2096 2.8927 0.06 -0.16 0.07 0.034
Cl 1.7923 4.7159 1.5195 0.02 -0.02 0.05 0.064
Cl 0.7882 1.8880 0.2286 -0.06 -0.21 -0.02 0.148
Si 1.3472 2.8666 2.4104 -0.10 0.13 -0.08 -0.228
O -0.8752 -0.1564 1.9049 0.27 -0.39 0.55 -0.198
N 1.5545 -1.3276 0.9336 0.06 -0.30 -0.07 -0.046
N -0.6717 -0.4472 -3.0357 0.03 -0.08 0.15 0.033
N -1.5316 -2.4447 -1.8658 -0.12 0.09 0.04 0.037
N -0.7912 -0.1878 4.1925 -0.08 0.11 -0.16 -0.147
N 0.1725 0.0270 -2.0852 -0.05 0.01 -0.05 -0.071
N 0.4704 -2.9068 2.2337 -0.07 0.05 0.10 0.065
N -0.6454 -2.3473 -0.8323 0.01 -0.12 -0.07 -0.033
N -2.1267 0.2196 -0.4294 -0.02 -0.16 -0.27 -0.060
N -2.9085 -1.3933 -3.7489 -0.09 -0.02 0.08 -0.023
N 2.7822 -2.8399 2.2654 -0.06 -0.01 -0.05 -0.015
N -3.8022 -2.4168 -3.6761 0.04 0.04 -0.10 0.070
N -2.7151 -0.2077 -1.5731 0.08 -0.02 0.07 0.037
C -3.2647 -0.5243 -4.7359 0.04 0.03 -0.04 -0.101
C -0.1430 -0.2389 -4.2481 -0.01 0.04 -0.12 -0.042
C 1.6232 -2.3448 1.7757 0.26 0.18 0.20 -0.382
C -0.1295 -3.5749 -0.6819 0.03 0.02 0.05 -0.125
C -2.9799 1.0611 0.1588 0.08 0.05 0.09 -0.105
C -1.4077 -0.1918 3.0333 -0.27 0.18 -0.26 -0.276
C -4.6677 -2.2061 -4.6473 -0.05 0.01 0.01 -0.137
C 1.0599 0.4257 -4.1024 -0.03 -0.07 0.00 -0.018
C -0.6874 -4.4688 -1.5796 -0.01 0.02 0.00 -0.018
C 1.5637 -4.2301 3.9138 -0.03 -0.03 0.00 -0.148
C 3.9469 -1.6904 0.4540 0.03 -0.02 -0.02 -0.144
C -4.3820 -1.0182 -5.3514 0.00 -0.02 0.00 -0.050
C 0.6461 -0.0324 4.3203 0.02 -0.03 0.00 -0.043
C -1.5722 -3.7037 -2.3149 -0.01 -0.03 -0.08 -0.035
C 0.4358 -4.1980 2.9061 -0.03 0.03 0.00 -0.159
C -1.5566 -0.1141 5.4290 -0.03 -0.01 0.03 -0.012
C 1.2060 0.5741 -2.7295 0.10 0.00 0.06 -0.139
C -4.1375 1.1768 -0.5974 -0.04 -0.05 -0.04 -0.014
C 4.0865 -2.3787 1.7875 0.01 -0.04 0.04 -0.138
C 2.8267 -0.6831 0.5671 -0.11 0.10 -0.08 -0.232
C -3.9282 0.3478 -1.6856 -0.05 0.04 0.00 -0.023
C 2.8631 -3.9771 3.1857 0.04 0.02 0.00 -0.137
B -1.9903 -1.1408 -2.5835 0.08 0.02 0.13 -0.632
H 4.7351 -3.2533 1.7151 0.00 0.00 0.00 0.130
H -4.9107 -0.5927 -6.1862 0.00 -0.01 0.01 0.100
H 3.7139 -2.4181 -0.3272 0.00 0.00 0.00 0.128
H 1.6114 -5.1959 4.4149 -0.01 0.00 0.00 0.127
H 3.0722 0.0962 1.2973 0.01 -0.02 0.00 0.110
H -4.5653 0.1208 -2.5248 0.01 0.00 0.01 0.129
H -0.5330 -4.2970 3.3924 -0.01 0.01 -0.01 0.129
H 1.9958 1.0548 -2.1757 -0.02 0.02 -0.01 0.089
H 3.6666 -3.7661 3.8934 0.00 0.01 0.00 0.133
H -1.2181 -0.8891 6.1161 -0.01 0.01 0.00 0.100
H -2.4990 -0.2130 3.1060 -0.04 -0.04 0.00 0.159
H -2.6999 1.5641 1.0719 0.01 -0.01 -0.02 0.096
H -2.2349 -3.9668 -3.1200 0.01 0.02 0.00 0.115
H 1.3950 -3.4661 4.6729 -0.01 0.04 0.03 0.113
H -5.0039 1.7790 -0.3901 0.00 0.00 0.00 0.108
H 0.5350 -5.0257 2.1938 0.01 0.00 -0.02 0.125
H -0.3602 -2.6322 1.7383 -0.05 0.10 0.00 0.104
H -2.6138 -0.2577 5.2200 0.00 0.00 0.02 0.096
H 0.6287 -3.7558 0.0562 0.00 -0.05 -0.05 0.094
H 4.8835 -1.2001 0.1916 -0.01 0.01 -0.02 0.128
H 2.6856 -0.1730 -0.3851 0.02 0.01 0.01 0.069
H -1.4115 0.8636 5.8888 0.00 -0.01 0.01 0.105
H 3.1581 -4.8651 2.6170 0.01 -0.01 0.00 0.135
H 1.7262 0.7557 -4.8788 0.00 0.00 0.00 0.108
H -0.6468 -0.5753 -5.1391 0.00 0.03 0.04 0.128
H 0.8530 0.8773 4.8851 0.03 -0.03 -0.03 0.089
H -2.7193 0.3888 -4.9158 -0.01 -0.05 0.02 0.125
H 4.5219 -1.7038 2.5300 0.01 0.00 0.00 0.137
H 1.0914 0.0532 3.3365 0.05 -0.03 -0.08 0.041
H -5.4696 -2.9090 -4.8092 0.01 0.01 0.00 0.108
H -0.4806 -5.5184 -1.6879 0.00 0.01 0.00 0.106
H 1.0574 -0.8901 4.8507 0.05 -0.05 0.03 0.092



(6)
15
Properties=species:S:1:pos:R:3:forces:R:3:lowdin_charge:R:1 method="wB97M-V/def2-TZVPD" charge=0 homo_ev=-8.863 energy_ha=-537.16162 mol_weight_da=100.1 e_lumo_ev=1.166 multiplicity=1 relative_energy_kcal_mol=32.5
P 2.6407 0.4082 0.5034 -1.34 1.80 -0.05 0.836
C 0.4133 -1.0289 -0.7006 -1.46 -0.14 -1.05 -0.119
C -2.5147 0.2540 0.8282 -0.32 0.39 -1.03 0.012
C -0.1677 -0.2011 0.4628 0.43 -1.20 -0.65 -0.349
C 0.9658 0.3077 -0.3506 1.97 -2.27 2.59 -0.541
C -1.4396 0.3192 0.0354 -1.88 1.08 0.81 -0.190
H 3.0225 1.4730 -0.3830 0.07 0.13 0.71 -0.098
H -0.0773 -0.5288 1.4911 0.22 -0.03 -0.08 0.135
H 3.2396 -0.3600 -0.3979 1.15 -1.78 -1.25 -0.168
H 0.6913 1.1418 -0.8474 -0.46 2.38 -2.07 0.050
H -1.4200 0.8482 -0.9346 -0.42 -0.55 0.41 0.123
H -3.5356 0.5403 0.5951 0.30 0.32 -0.45 0.049
H 0.9495 -1.9680 -0.5373 0.03 0.56 0.10 0.099
H -0.3232 -1.0691 -1.5741 1.35 -0.10 1.18 0.124
H -2.4446 -0.1364 1.8093 0.34 -0.59 0.84 0.038



(7)
16
Properties=species:S:1:pos:R:3:forces:R:3:lowdin_charge:R:1 method="wB97M-V/def2-TZVPD" charge=+1 homo_ev=-14.292 energy_ha=-481.50636 mol_weight_da=91.2 e_lumo_ev=-4.876 multiplicity=1 relative_energy_kcal_mol=14.5
Si -1.3871 1.3557 0.7550 -0.71 -0.15 -0.24 0.793
N 0.0781 -0.6899 -0.8275 0.52 -0.09 0.35 0.198
N 3.0662 -0.6579 1.1876 -1.97 2.91 -0.08 0.033
C -0.9238 0.1241 -0.7857 2.18 -0.47 0.86 -0.359
C -1.7609 0.0108 -1.9517 -1.20 2.63 -1.57 -0.072
H -2.0001 -0.9441 -2.3191 -0.34 -1.69 0.22 0.087
H 2.9796 0.0035 1.9675 -0.53 -0.33 -0.02 0.035
H 0.8769 -0.7702 -0.2171 0.26 0.37 1.05 0.098
H -2.6413 0.5557 -1.6404 -0.75 0.01 -0.98 0.066
H -1.3325 0.4586 -2.9250 -0.33 0.07 1.77 0.159
H -0.3678 2.2217 1.3914 0.24 -0.55 -0.35 -0.064
H 3.7156 -0.1269 0.6444 0.77 -0.27 -0.82 0.016
H -2.1440 0.5032 1.7005 0.48 -0.22 -0.09 -0.056
H -2.4420 2.1967 0.1872 0.11 0.13 -0.39 -0.066
H 3.4996 -1.4094 1.6027 1.42 -2.28 0.72 -0.015
H 0.1683 -1.3413 -1.5921 -0.17 -0.07 -0.42 0.146



(8)
24
Properties=species:S:1:pos:R:3:forces:R:3:lowdin_charge:R:1 method="wB97M-V/def2-TZVPD" charge=0 homo_ev=-9.536 energy_ha=-829.63073 mol_weight_da=224.2 e_lumo_ev=-0.280 multiplicity=1 relative_energy_kcal_mol=81.4
O 1.8272 2.5109 -0.0177 -0.58 1.29 0.54 0.100
O -4.1254 1.0333 -1.3174 1.32 0.48 0.20 0.110
O -1.1917 0.6556 2.0868 1.27 -1.22 0.38 0.075
O 4.6050 -0.9355 -0.6343 -0.47 -0.78 0.21 0.056
N -2.3148 0.8137 0.2165 0.02 2.82 -0.88 0.178
N -1.6293 -1.3165 0.9365 -1.79 -1.49 -0.21 0.086
N 3.1183 0.7339 -0.5193 0.53 -0.86 0.15 0.181
N 0.9504 0.4218 0.1808 -0.97 1.13 0.17 0.134
C 1.9526 1.3233 -0.0314 1.36 -0.13 -2.07 -0.528
C -2.3864 -1.7762 -0.2136 1.36 -0.52 1.68 -0.054
C -2.9812 -0.9570 -1.0849 1.61 -5.18 -4.46 -0.037
C -1.5777 0.0233 1.1214 -3.28 2.29 1.09 -0.606
C 1.1709 -0.9092 0.2263 -1.78 -0.29 1.13 -0.121
C 2.3277 -1.5171 0.0978 1.93 -0.67 -0.63 0.019
C 3.4603 -0.6493 -0.3521 0.45 0.75 -0.33 -0.426
C -3.1952 0.4080 -0.8617 -0.43 1.54 1.79 -0.465
H -2.3755 -2.8726 -0.3256 0.24 0.78 -0.14 0.128
H -1.4313 -1.9253 1.7738 -0.38 1.00 -1.44 0.199
H 3.8755 1.3163 -0.9753 -1.44 -0.83 1.19 0.193
H 0.2671 -1.4265 0.5180 0.70 -0.28 -0.33 0.092
H -2.9476 -1.5350 -2.2353 -1.27 2.13 3.49 0.212
H -2.2036 1.8744 0.4985 -0.71 -2.90 -0.82 0.224
H 0.0254 0.8296 0.4325 1.87 -0.36 -0.32 0.123
H 2.3707 -2.6208 0.2620 0.44 1.30 -0.39 0.128



Question: What is the multiplicity in the seventh record?
Answer: 1